DFT (ωB97M-V/def2-TZVPD) results for a single C4H2N2 molecule in a non-equilibrium geometry.

Each line ends with the natural charge from an NBO analysis.
Cartesian coordinates (Å):
N (-0.17478, 0.14824, 2.23708)  -0.2450
C (0.08690, -0.34858, 1.23431)  0.2024
C (0.46137, -1.15095, 0.16343)  -0.2592
C (0.13818, -0.69261, -1.10333)  -0.2296
C (-0.35414, 0.59247, -1.09487)  0.1880
N (-0.24652, 1.73244, -1.32960)  -0.2001
H (0.60370, -2.18479, 0.53285)  0.2640
H (0.35145, -1.38196, -2.08244)  0.2796

Output
HOMO energy ... -0.3896 Ha
Energy above the lowest of the compared OMol25 structures with the same formula, charge and spin ... 26.0 kcal/mol
Net charge ... 0
Multiplicity ... 1
LUMO energy ... -1.18 eV
HOMO-LUMO gap ... 9.42 eV